The following is a DFT calculation (ωB97M-V/def2-TZVPD) of a 16-piece molecular cluster, C84H213N13O32 overall at a distorted geometry.

```
342
Properties=species:S:1:pos:R:3:forces:R:3:lowdin_charge:R:1
C -6.1236 -0.2006 -1.1817 -0.91 0.26 -0.87 -0.22
C -6.1789 -0.0244 -2.7379 0.14 -1.22 1.38 -0.24
O -5.9070 1.3336 -2.9204 0.36 0.02 -0.63 -0.10
O -6.5386 -1.4827 -0.7471 0.30 -0.27 -0.88 -0.07
H -6.9009 0.4519 -0.8395 -0.25 0.98 0.41 0.09
H -5.1711 0.1435 -0.7318 -0.29 -0.34 -0.56 0.11
H -7.1687 -0.2976 -3.1446 -0.02 0.09 0.45 0.12
H -5.5041 -0.7827 -3.1925 0.30 0.78 -0.02 0.10
H -5.6636 1.4969 -3.8600 0.19 0.16 0.04 0.04
H -6.0135 -1.6972 0.0131 0.32 -0.42 0.84 0.03
C 2.1167 0.7946 -2.4972 -1.51 -1.15 -0.54 -0.29
C 3.3739 0.4943 -1.7840 0.81 -0.76 0.26 -0.24
O 3.5486 1.4702 -0.7630 0.44 1.68 -0.64 -0.11
O 2.1655 2.0607 -3.1472 -0.67 -0.03 0.90 -0.09
H 1.3486 0.7450 -1.7052 0.20 0.29 -0.42 0.07
H 1.8103 -0.0470 -3.1964 0.57 0.93 0.29 0.12
H 4.2276 0.4573 -2.4582 0.28 0.33 -0.21 0.11
H 3.3481 -0.5285 -1.3351 -0.18 0.91 0.08 0.11
H 3.5027 2.3852 -1.1930 0.09 -1.97 0.57 0.11
H 1.6651 2.6702 -2.5196 0.49 -0.08 -0.71 0.06
C 3.9951 -3.0865 3.9256 -0.56 3.06 0.97 -0.25
C 2.9448 -4.1049 3.7255 0.73 -1.52 2.42 -0.25
O 3.5920 -5.3700 3.7337 -0.45 -0.43 -0.23 -0.05
O 4.9059 -3.2170 2.8581 -0.17 -0.11 0.08 -0.06
H 4.5065 -3.0437 4.9192 -0.35 -0.85 -0.58 0.14
H 3.4903 -2.0487 3.9288 0.54 -1.12 -0.39 0.11
H 2.4387 -3.9290 2.8116 -0.65 0.23 -1.00 0.07
H 2.2684 -4.2103 4.5819 -0.18 0.70 -0.39 0.12
H 4.3072 -5.2572 3.1135 0.59 -0.39 -0.55 0.03
H 5.4685 -2.4452 2.9258 0.70 0.58 -0.52 0.04
C -1.5434 0.0467 -4.9391 0.55 0.30 1.27 -0.08
O -2.9143 0.1407 -4.5380 1.96 0.07 1.52 -0.22
C -3.7566 -0.0337 -5.6045 -1.55 -0.74 -0.37 -0.24
C -4.0509 1.3383 -6.2461 0.10 0.26 -0.32 -0.15
N -5.2011 2.0218 -5.5920 -0.99 -1.90 -1.24 -0.06
C -6.5170 1.9072 -6.3522 0.74 0.26 0.91 -0.13
C -6.6768 3.1407 -7.2459 -2.06 -0.48 0.36 -0.19
O -7.8667 3.1527 -8.0485 0.09 -1.53 -0.49 -0.19
C -8.3754 4.4441 -8.2858 0.70 0.00 1.10 -0.11
H -1.2112 0.8233 -5.6367 -0.24 0.34 0.20 0.09
H -1.3254 -0.8734 -5.4452 -0.18 -0.83 -0.25 0.05
H -0.8812 0.0529 -4.0281 -0.80 0.27 -0.78 0.09
H -4.7144 -0.4936 -5.1925 0.92 0.66 -0.63 0.13
H -3.2821 -0.8207 -6.2228 -0.55 0.57 -0.58 0.12
H -4.2205 1.2104 -7.3467 0.24 0.31 0.67 0.12
H -3.1590 2.0188 -6.0373 -0.93 -1.02 -0.60 0.12
H -4.9850 2.9808 -5.5677 0.18 1.60 0.51 0.03
H -7.3426 1.8801 -5.6322 0.10 0.09 -0.01 0.11
H -6.5394 0.9402 -6.8306 0.06 -0.16 -0.61 0.11
H -5.8123 3.2834 -7.8352 1.11 0.29 -0.87 0.11
H -6.8432 3.9563 -6.5773 0.68 0.73 0.64 0.07
H -8.7854 4.7985 -7.3382 -0.01 0.48 0.15 0.08
H -9.2058 4.4553 -8.9833 0.27 -0.35 -0.40 0.09
H -7.5304 5.0768 -8.5779 -0.41 0.38 -0.31 0.09
C -1.4355 -1.0496 3.2131 0.65 -0.79 -1.71 -0.06
O -2.3756 -2.0132 2.6561 1.11 1.19 0.84 -0.21
C -3.4955 -2.2613 3.4704 -0.34 0.02 -0.43 -0.23
C -4.2091 -3.4128 2.8277 -1.85 -0.55 1.06 -0.22
N -4.6277 -2.9847 1.5335 -1.25 -0.80 -1.12 -0.06
C -5.1744 -4.0560 0.6727 -0.09 -0.35 1.09 -0.17
C -4.3758 -5.3808 0.5751 -3.76 -1.41 -1.33 -0.22
O -4.7917 -6.3202 1.5674 1.14 0.19 0.71 -0.20
C -3.9770 -7.4938 1.5783 -2.92 -1.08 -2.23 -0.10
H -0.4594 -1.3076 2.7220 -0.72 0.15 0.70 0.08
H -1.3513 -1.1366 4.3010 -0.11 0.02 -0.12 0.07
H -1.6075 -0.0060 2.8836 -0.47 -0.43 0.35 0.08
H -4.2257 -1.4490 3.4077 0.16 0.43 0.19 0.13
H -3.2258 -2.4074 4.5118 0.16 -0.26 0.24 0.12
H -5.1899 -3.5746 3.3572 1.02 -0.20 0.13 0.14
H -3.6817 -4.3759 2.7951 0.28 0.27 0.30 0.11
H -3.8874 -2.5233 1.0698 1.00 0.21 -0.51 0.04
H -5.0273 -3.7077 -0.3238 -0.67 0.65 -0.89 0.06
H -6.2997 -4.2312 0.9122 1.99 0.07 -0.51 0.16
H -3.3334 -5.2690 0.5054 1.61 0.40 0.24 0.10
H -4.7346 -5.8294 -0.4511 0.82 0.60 1.45 0.13
H -2.9500 -7.3495 1.6952 1.77 0.70 0.03 0.03
H -4.2044 -8.0183 0.5765 0.77 0.46 1.22 0.11
H -4.2964 -8.1981 2.3445 -0.31 0.36 0.21 0.09
C 1.9988 -3.3927 7.9574 1.50 -1.23 0.31 -0.15
O 2.2541 -2.5501 6.8899 -2.11 1.74 -1.20 -0.22
C 1.0900 -1.6789 6.7289 1.41 0.35 -0.98 -0.17
C 1.4248 -0.5146 5.6722 -2.10 -1.58 0.59 -0.17
N 2.4432 0.4013 6.1363 1.17 -0.87 -0.44 -0.07
C 2.3064 0.9837 7.4440 -2.19 0.58 0.11 -0.19
C 1.3595 2.2096 7.4769 1.81 1.99 -1.78 -0.23
O 0.0062 2.0909 7.6776 -0.76 -0.90 -0.64 -0.20
C -0.3227 2.0184 8.9971 -0.59 -0.22 2.84 -0.15
H 2.9286 -3.9928 7.9175 -0.83 -0.51 0.59 0.10
H 1.0611 -4.0123 7.8964 0.83 0.56 -0.12 0.11
H 2.0469 -2.8118 8.8766 -0.41 -0.06 0.44 0.08
H 0.8748 -1.2366 7.7132 -0.01 0.07 -0.21 0.10
H 0.2055 -2.2936 6.4823 0.31 0.24 -0.36 0.12
H 0.3959 -0.0343 5.5442 1.44 0.01 0.07 0.12
H 1.6829 -0.9375 4.6545 -0.10 0.41 1.22 0.11
H 3.3583 -0.0890 6.1600 -0.94 0.24 -0.40 0.13
H 3.2394 1.4139 7.6557 1.45 0.41 0.56 0.10
H 2.0367 0.2844 8.2410 0.11 -0.07 0.12 0.11
H 1.4202 2.7131 6.4598 0.31 -0.59 0.99 0.13
H 1.7428 2.9691 8.2032 0.03 -0.52 -0.28 0.13
H 0.4013 1.5312 9.6593 0.43 -0.61 -0.54 0.09
H -1.2355 1.4288 9.1271 -0.12 0.49 -0.08 0.10
H -0.3604 2.9886 9.5431 -0.56 0.03 -0.81 0.10
C -0.0486 -11.3430 4.5939 1.17 -0.67 0.27 -0.12
O 0.4490 -10.0727 4.2684 -0.93 0.71 0.54 -0.22
C 1.7294 -9.9773 3.6850 -0.35 1.89 1.04 -0.19
C 2.0432 -8.4794 3.4152 0.32 -1.29 1.00 -0.22
N 1.5294 -7.8806 2.2364 -1.91 -0.30 -0.15 -0.03
C 0.0886 -7.5726 2.3363 0.83 0.50 -0.28 -0.19
C -0.4433 -6.8161 3.5626 -1.05 0.64 -1.75 -0.21
O 0.2524 -5.6131 3.8649 -1.00 -1.00 0.22 -0.18
C -0.1091 -4.6011 2.9391 2.85 0.09 0.60 -0.09
H 0.7117 -11.8578 5.2561 -0.79 0.06 -0.76 0.10
H -0.3122 -11.9566 3.7029 0.45 0.23 0.37 0.09
H -0.9591 -11.2285 5.1716 -0.10 0.24 0.09 0.08
H 1.6614 -10.4810 2.7812 0.56 -1.28 -1.94 0.10
H 2.5128 -10.3532 4.3596 -0.18 -0.24 -0.14 0.13
H 3.0921 -8.4241 3.2668 1.27 -0.02 0.34 0.11
H 1.7963 -7.9297 4.3221 0.03 0.14 0.30 0.12
H 2.0372 -7.0281 2.0962 0.22 0.49 -0.01 0.07
H -0.4870 -8.4832 2.3272 -0.15 -0.54 -0.29 0.10
H -0.0946 -7.0203 1.4248 -0.56 0.22 -0.28 0.10
H -0.5314 -7.5088 4.3668 0.48 -0.08 1.14 0.10
H -1.5207 -6.5645 3.2786 1.01 -0.18 0.44 0.12
H 0.2920 -3.7178 3.4109 -0.41 0.75 0.16 0.06
H -1.1585 -4.5080 2.7895 -0.79 -0.06 -0.54 0.07
H 0.5844 -4.6899 2.0730 -1.19 -0.13 -0.35 0.09
C 6.4051 -6.1994 1.7252 0.03 1.24 1.23 -0.13
O 5.1025 -6.3398 1.3191 -1.43 0.26 -1.14 -0.22
C 4.9357 -6.6043 -0.0847 0.02 -0.39 0.45 -0.18
C 3.6158 -5.9374 -0.5190 0.01 -0.95 0.67 -0.21
N 3.4839 -4.5247 -0.3185 -0.65 0.37 1.09 -0.04
C 4.5085 -3.6888 -0.8507 2.34 1.24 1.29 -0.23
C 4.4300 -3.4297 -2.3038 1.23 0.75 -2.59 -0.23
O 5.6161 -2.6178 -2.6770 -1.24 0.38 -0.60 -0.23
C 5.4785 -1.9977 -4.0294 2.61 -2.87 1.18 -0.06
H 6.3789 -6.0379 2.8196 0.19 0.12 -0.50 0.11
H 6.8413 -5.3399 1.2201 0.47 0.17 0.09 0.08
H 6.9608 -7.0737 1.5502 1.05 -1.31 -0.40 0.07
H 4.9284 -7.7314 -0.1198 -0.24 1.03 -0.75 0.14
H 5.7428 -6.2032 -0.7514 -0.14 -0.34 0.92 0.12
H 2.8302 -6.3589 0.1251 -0.01 -0.35 -0.68 0.11
H 3.4670 -6.1358 -1.5720 -0.29 -0.52 -0.30 0.10
H 3.2689 -4.3748 0.6815 0.65 0.37 -0.93 0.11
H 5.6012 -4.0792 -0.6580 -1.76 0.80 -0.07 0.14
H 4.4377 -2.6336 -0.4518 0.18 -1.26 0.33 0.12
H 3.5371 -2.8556 -2.6011 0.05 -0.23 0.26 0.09
H 4.4847 -4.3383 -2.9275 -0.24 0.05 0.15 0.13
H 4.5650 -1.4772 -4.0943 -0.96 1.00 -0.19 0.04
H 5.4883 -2.8812 -4.7324 -0.16 1.07 0.24 0.10
H 6.4371 -1.4058 -4.2026 -1.59 -0.53 0.32 0.11
C -5.9247 -2.8355 -8.7079 -1.04 0.70 -0.96 -0.12
O -4.5703 -2.9412 -8.4154 -0.61 1.26 0.11 -0.15
C -4.2142 -4.2133 -8.7361 2.13 -2.90 2.57 -0.27
C -2.8718 -4.5558 -8.0059 -0.14 -0.14 -0.81 -0.19
N -2.8709 -4.2374 -6.5681 0.02 -0.73 -1.39 -0.04
C -2.6368 -5.3795 -5.6770 -1.07 1.12 1.48 -0.17
C -3.2955 -5.0171 -4.3135 -0.11 0.56 -0.58 -0.23
O -4.6921 -4.8394 -4.4647 -1.42 0.55 -0.09 -0.19
C -5.4572 -4.2712 -3.3511 2.42 -2.90 0.48 -0.04
H -6.1468 -3.0733 -9.7610 0.10 -0.76 0.27 0.10
H -6.3327 -1.8496 -8.6849 0.43 1.24 0.59 0.07
H -6.4982 -3.3924 -7.9924 -0.49 -0.76 0.10 0.09
H -4.0893 -4.3869 -9.7628 0.20 0.05 -1.84 0.10
H -4.9100 -5.0205 -8.3930 -0.19 0.87 0.04 0.14
H -2.0706 -4.0484 -8.5282 0.33 0.60 -0.03 0.09
H -2.6474 -5.6114 -8.2433 -0.28 0.10 0.52 0.12
H -3.7341 -3.7253 -6.4211 -0.01 -0.38 0.67 0.09
H -1.5528 -5.4913 -5.5135 -0.40 -0.14 0.03 0.10
H -3.0801 -6.3557 -5.9397 0.08 0.32 -0.57 0.12
H -2.8749 -4.1318 -3.8860 0.54 1.14 -0.08 0.10
H -3.0743 -5.7360 -3.5762 0.14 -1.57 0.86 0.09
H -6.4242 -3.9701 -3.5974 -1.39 0.42 -1.20 0.07
H -4.9439 -3.4604 -2.8985 0.65 0.97 0.34 0.05
H -5.5800 -5.0687 -2.5716 0.16 0.55 -0.44 0.09
C -7.7591 3.7422 -1.3204 -0.63 0.15 2.45 -0.15
O -6.9170 4.5292 -2.1208 -1.43 -0.41 -2.34 -0.19
C -7.4709 4.3863 -3.5384 1.49 1.50 2.12 -0.15
C -6.6519 5.3343 -4.3511 -0.66 -0.07 -1.16 -0.24
N -5.2827 4.8837 -4.5620 -1.12 0.30 -0.38 -0.05
C -4.5285 6.0408 -4.9948 1.20 0.01 -0.06 -0.20
C -3.1661 5.5537 -5.4866 0.88 0.78 -0.18 -0.21
O -2.5351 5.0797 -4.3033 0.05 -1.13 -0.30 -0.20
C -1.4267 4.2353 -4.5829 0.64 0.53 -0.05 -0.09
H -7.7067 4.0744 -0.1905 -0.09 -0.26 -2.23 0.12
H -7.4348 2.6938 -1.3008 -0.22 0.08 -0.34 0.05
H -8.8255 3.8317 -1.6821 0.91 -0.22 0.63 0.09
H -8.4966 4.7371 -3.5533 -0.33 -0.12 0.24 0.12
H -7.3919 3.3704 -3.8502 0.07 -0.89 -0.13 0.09
H -6.6969 6.3039 -3.8414 0.04 0.10 -0.01 0.12
H -7.1505 5.4713 -5.3602 0.48 -0.03 0.98 0.12
H -4.9423 4.5727 -3.6661 0.33 -0.13 0.24 0.11
H -4.3368 6.6551 -4.1161 0.07 0.57 -0.03 0.12
H -5.1026 6.6400 -5.7144 0.26 -0.35 -0.05 0.13
H -2.4413 6.3307 -5.8943 -1.26 -0.46 0.01 0.14
H -3.2854 4.7452 -6.2505 0.06 0.43 0.52 0.12
H -0.4880 4.8559 -4.6485 -0.73 -0.77 -0.03 0.10
H -1.5649 3.6430 -5.4888 -0.04 0.36 -0.44 0.07
H -1.3355 3.4621 -3.8324 0.13 0.26 0.69 0.07
C 5.5563 2.0334 4.6660 1.04 0.87 -1.04 -0.08
O 6.2670 1.0050 3.9197 -0.75 1.37 0.98 -0.20
C 6.0049 1.1500 2.5513 -0.63 1.00 -1.45 -0.25
C 6.9796 0.3112 1.7463 1.49 0.49 0.06 -0.20
N 7.0309 -0.9746 2.4019 -0.38 0.15 0.51 -0.07
C 7.8128 -2.0252 1.7827 -1.56 -0.13 -0.91 -0.22
C 9.2632 -1.8590 1.7957 1.99 1.57 1.32 -0.21
O 9.6327 -1.5770 3.1785 0.27 -0.69 -0.71 -0.20
C 11.0422 -1.5265 3.4340 -0.80 0.15 -0.12 -0.10
H 5.6154 1.7847 5.7218 0.02 0.00 -0.03 0.08
H 4.5069 2.2003 4.3533 0.35 -0.67 0.07 0.07
H 6.0627 3.0338 4.4554 -0.41 -1.12 0.48 0.10
H 5.9830 2.2423 2.2027 0.35 -1.21 0.57 0.14
H 5.0029 0.7658 2.3495 -0.06 0.03 -0.04 0.08
H 8.0144 0.8002 1.7173 -1.11 -0.33 0.05 0.13
H 6.6694 0.1789 0.7013 -0.21 0.20 0.24 0.12
H 7.2968 -0.7821 3.3789 0.10 -0.59 -0.70 0.12
H 7.4618 -2.2019 0.7237 0.18 0.19 1.01 0.15
H 7.5689 -2.8769 2.3706 -0.13 -1.21 0.23 0.10
H 9.5646 -1.0174 1.1670 0.12 0.24 -0.05 0.12
H 9.8371 -2.7045 1.4574 -0.02 -0.72 -0.24 0.11
H 11.6305 -2.2482 2.8319 -0.39 0.07 0.46 0.09
H 11.1563 -1.6648 4.5213 0.15 -0.16 -0.54 0.09
H 11.3823 -0.5298 3.1784 0.38 0.31 -0.06 0.08
C 0.1658 7.0032 8.2168 -1.37 -1.72 0.28 -0.10
O -0.5234 6.9656 6.9770 0.22 1.52 0.15 -0.20
C -0.2340 5.9573 6.0436 -0.36 -0.40 0.37 -0.22
C -1.4331 5.0437 6.0080 -1.48 -1.24 -1.34 -0.17
N -1.1322 3.7400 5.3562 1.19 0.68 2.40 -0.05
C -1.7245 3.2231 4.1960 -0.92 0.36 -1.38 -0.23
C -1.2930 3.9958 2.9600 1.82 0.87 -0.26 -0.24
O -1.8684 5.2860 2.8791 -0.57 -0.59 -0.75 -0.18
C -1.6006 5.8534 1.5938 0.23 -0.55 1.05 -0.08
H -0.4942 7.4818 8.9430 0.03 0.33 -0.23 0.08
H 1.1121 7.5070 8.2136 0.65 0.21 -0.32 0.07
H 0.2497 5.9645 8.6246 0.40 0.53 -0.35 0.09
H 0.6476 5.4082 6.3214 0.58 -0.38 0.23 0.11
H -0.0760 6.3340 5.0223 0.02 0.32 0.33 0.11
H -2.2510 5.5569 5.4937 0.24 0.01 -0.56 0.12
H -1.9543 4.8888 6.9571 0.86 -0.12 0.56 0.12
H -0.9442 3.0542 6.0798 -0.15 0.05 -0.30 0.08
H -2.8464 3.1827 4.2118 0.53 0.09 -0.09 0.13
H -1.3844 2.1948 4.0258 -0.01 0.07 0.25 0.10
H -1.4780 3.4402 2.0525 -0.58 -0.38 -0.41 0.10
H -0.1576 4.1989 2.9055 -1.18 -0.72 0.57 0.13
H -1.8044 5.2365 0.7187 -0.12 -0.46 0.21 0.09
H -0.5852 6.1946 1.5735 0.99 0.05 -0.21 0.06
H -2.1932 6.7098 1.5614 -1.11 1.47 -0.30 0.07
C 3.6891 6.4604 1.6224 0.19 -0.19 1.96 -0.09
O 3.4505 7.5467 2.5226 -0.46 0.32 -1.05 -0.19
C 2.1056 7.7176 2.9996 0.86 0.02 0.41 -0.20
C 2.1699 8.7118 4.1631 -0.42 0.31 0.29 -0.20
N 2.0433 10.0788 3.6741 0.03 0.89 -0.54 -0.07
C 1.5204 11.0511 4.6282 -0.88 0.11 -0.13 -0.21
C 1.5486 12.5325 4.2241 1.20 -1.18 0.57 -0.22
O 2.8644 12.9908 3.8916 -0.87 -0.27 0.81 -0.18
C 2.8422 14.3581 3.5826 1.91 0.08 -0.49 -0.13
H 3.4025 5.5195 2.1012 -0.29 -0.17 0.16 0.08
H 4.7651 6.4001 1.5607 0.32 0.15 -0.49 0.09
H 3.2111 6.4515 0.6635 -0.24 0.76 -0.45 0.03
H 1.7860 6.7278 3.2874 -0.48 -0.43 0.49 0.10
H 1.3752 8.1325 2.2990 0.35 -0.09 -0.50 0.12
H 3.1468 8.6245 4.6840 -0.65 -0.50 0.13 0.13
H 1.2949 8.5620 4.8410 0.78 -0.23 -0.27 0.12
H 2.9348 10.3911 3.3233 0.17 0.14 -0.11 0.11
H 1.9515 10.9415 5.6288 -0.05 -0.08 0.14 0.11
H 0.4136 10.8958 4.6495 0.67 -0.26 0.60 0.13
H 1.0764 13.0835 5.0494 0.38 0.17 -0.01 0.13
H 0.9084 12.6111 3.3894 -0.73 0.43 -1.37 0.10
H 3.8924 14.6631 3.3662 -0.69 -0.40 -0.36 0.10
H 2.6091 15.0147 4.3965 -0.79 0.14 0.85 0.07
H 2.1964 14.5394 2.7378 -0.24 0.31 -0.40 0.08
C 0.4728 7.0288 -3.0455 0.45 2.36 -1.15 -0.15
O 0.6301 6.3124 -1.8882 0.55 0.24 0.57 -0.17
C 1.9783 5.9026 -1.6439 -0.46 1.13 -0.40 -0.19
C 1.8252 4.8044 -0.6477 -0.30 -0.17 0.28 -0.20
N 0.9579 3.7494 -1.1868 1.56 0.77 -1.08 -0.06
C 0.4770 2.8176 -0.2062 -1.57 -0.50 -1.49 -0.15
C -0.7830 2.0743 -0.8494 1.25 0.36 1.66 -0.19
O -1.7329 3.0237 -1.2500 -0.38 -1.05 -0.92 -0.19
C -2.8431 2.3068 -1.8996 1.78 -0.11 2.33 -0.03
H -0.5246 6.9649 -3.3802 -1.38 -0.21 -0.17 0.06
H 1.0865 6.7555 -3.8852 0.59 -1.13 -0.36 0.08
H 0.7188 8.1286 -3.0540 -0.21 -0.59 1.03 0.11
H 2.6181 6.7235 -1.2229 -0.64 -0.43 -0.37 0.13
H 2.3630 5.6569 -2.6370 0.48 -0.58 0.24 0.13
H 1.3464 5.2892 0.2346 0.26 -0.39 -0.15 0.12
H 2.8202 4.4866 -0.3569 0.14 -0.58 0.21 0.11
H 0.2143 4.2804 -1.6027 -0.76 -0.12 -0.18 0.10
H 0.1898 3.4261 0.6169 -0.51 -0.09 1.41 0.08
H 1.3027 2.1570 0.0133 -0.15 -0.53 0.49 0.09
H -1.2875 1.4119 -0.1020 0.69 0.05 -0.38 0.13
H -0.4219 1.4962 -1.7100 -0.20 -0.09 0.06 0.10
H -3.2315 1.5380 -1.2216 -0.19 0.32 0.17 0.08
H -2.6102 1.7893 -2.7907 0.74 -0.29 -1.21 0.05
H -3.4802 3.0937 -2.0440 -2.24 1.46 -0.63 0.06
C -0.0116 -5.9990 -2.5165 -1.47 -0.57 -0.93 -0.12
O 0.0971 -5.0602 -3.5514 2.60 0.79 -1.21 -0.24
C 1.5549 -4.7051 -3.8176 -2.93 0.15 -1.35 -0.13
C 1.5297 -3.5513 -4.8013 -1.18 -0.60 -0.32 -0.20
N 1.2606 -4.0351 -6.1801 1.99 2.57 0.18 -0.02
C 0.7083 -2.9473 -7.0293 -1.74 -0.80 0.07 -0.20
C 1.5949 -1.7649 -7.2896 0.48 0.04 2.07 -0.19
O 1.4910 -0.9354 -6.0938 -0.71 -0.51 -1.14 -0.24
C 2.3166 0.1864 -6.1988 0.42 -0.52 0.29 -0.11
H -0.9284 -5.6554 -1.9959 0.50 -0.73 0.28 0.08
H 0.8670 -5.9189 -1.9042 0.24 -0.42 0.75 0.06
H -0.1700 -7.0465 -2.9547 0.35 1.17 0.86 0.11
H 2.1037 -5.5448 -4.2419 -0.10 -0.28 0.07 0.13
H 1.9604 -4.3955 -2.9018 0.64 0.30 1.45 0.06
H 2.3883 -2.9397 -4.7042 1.53 0.13 -0.40 0.08
H 0.7844 -2.8012 -4.5322 -0.65 -0.24 0.43 0.11
H 0.5424 -4.6817 -6.0783 -1.52 -1.49 0.06 0.05
H -0.2530 -2.5497 -6.5123 1.20 -0.51 -1.13 0.13
H 0.4599 -3.4292 -8.0051 -0.10 0.42 0.68 0.12
H 1.3614 -1.2162 -8.1986 -0.35 0.17 -0.04 0.12
H 2.6428 -2.0711 -7.3343 0.16 -0.18 -0.30 0.12
H 1.9732 0.8727 -6.9601 -0.14 0.37 -0.36 0.09
H 3.3022 -0.2032 -6.4827 0.35 0.61 0.18 0.09
H 2.3077 0.6711 -5.2263 0.27 0.22 -0.07 0.06
C 1.6415 1.8777 3.2201 1.42 0.75 0.14 -0.11
O 1.3045 0.8012 2.4001 -1.09 -0.20 0.16 -0.19
C 2.4721 0.2039 1.9418 3.22 0.58 0.27 -0.27
C 2.1587 -1.1431 1.3453 0.48 0.21 0.83 -0.22
N 1.3321 -0.8509 0.2203 -1.27 -2.00 -1.43 -0.03
C 0.9776 -2.0400 -0.6125 -0.75 0.12 -1.08 -0.12
C -0.4198 -1.8384 -1.3819 1.00 0.11 0.14 -0.19
O -1.4323 -1.7152 -0.4226 -1.19 0.10 0.40 -0.21
C -2.7384 -1.5630 -0.9962 -0.40 0.37 0.73 -0.08
H 2.2438 2.5956 2.6098 -0.53 0.05 0.41 0.10
H 2.3104 1.5076 3.9944 0.18 0.07 0.27 0.04
H 0.8348 2.3718 3.7624 -0.38 -0.21 -0.63 0.07
H 3.2060 -0.0006 2.8162 -1.06 0.45 -0.86 0.12
H 3.0619 0.9503 1.2022 -1.41 -1.86 1.44 0.14
H 1.7887 -1.8241 2.1672 -0.55 0.53 -0.66 0.11
H 3.0770 -1.6691 1.0859 0.30 0.30 -0.51 0.11
H 0.4528 -0.5162 0.5490 -0.69 0.63 0.51 0.08
H 0.9184 -2.9883 -0.0304 0.18 0.51 -0.31 0.11
H 1.7801 -2.0922 -1.3863 -0.57 -0.52 0.41 0.09
H -0.7526 -2.6336 -2.1135 1.09 0.43 0.55 0.13
H -0.3538 -0.8714 -1.9110 0.08 -0.25 -0.24 0.09
H -2.7711 -0.8262 -1.8120 0.28 0.01 0.08 0.08
H -3.4277 -1.1630 -0.1805 0.96 -0.68 -1.02 0.09
H -3.1388 -2.5102 -1.4354 0.34 0.37 0.50 0.09
```
Positions in Å, forces in eV/Å.

## Properties
E_HOMO in hartree: -0.301
Charge: 0
Energy relative to the best compared isomer or geometry (same formula, charge and spin) in eV: 1.770
Spin multiplicity: 1
M in g/mol: 1917.69
F_max in eV/Å: 4.42